{
  "formula": "C5H9BO",
  "method": "ωB97M-V/def2-TZVPD",
  "species": ["B", "C", "C", "C", "C", "C", "O", "H", "H", "H", "H", "H", "H", "H", "H", "H"],
  "coordinates": [[0.01965, 0.71880, 0.28571], [-1.13766, 1.65562, 0.06591], [-2.20086, 0.85519, -0.15273], [-0.45588, -0.75691, 0.34267], [-1.92927, -0.61201, -0.09326], [3.01774, -0.24018, -0.12614], [2.39479, 0.95897, -0.01065], [-1.20704, 2.72863, 0.02900], [-3.19875, 1.20202, -0.38430], [0.09445, -1.44434, -0.29878], [-0.39485, -1.18006, 1.34663], [-2.62865, -1.11908, 0.57449], [-2.07248, -1.04059, -1.08872], [2.86581, -0.90255, 0.74217], [4.09753, -0.03184, -0.19060], [2.73547, -0.79168, -1.04142]],
  "atomic_forces_ev_per_a": [[-1.980, 0.535, -1.398], [2.417, 1.000, 0.608], [-1.370, -0.297, -0.021], [1.328, -1.219, 0.650], [0.116, 0.180, -0.161], [1.771, -0.121, 0.340], [-1.498, 0.193, 0.208], [0.012, 0.169, -0.009], [0.023, 0.170, -0.075], [-0.025, -0.172, -0.078], [-0.043, -0.166, 0.168], [0.118, -0.107, 0.048], [0.076, -0.144, -0.031], [-0.512, 0.078, -0.222], [-0.056, -0.368, -0.201], [-0.378, 0.270, 0.174]],
  "homo_lumo_gap_ev": [5.3, 6.6],
  "spin_multiplicity": 3
}


{
  "formula": "C5H9BO2S",
  "method": "ωB97M-V/def2-TZVPD",
  "species": ["C", "C", "B", "O", "O", "C", "C", "C", "S", "H", "H", "H", "H", "H", "H", "H", "H", "H"],
  "coordinates": [[1.83679, 0.20381, 0.52671], [0.27904, 0.13563, -0.15009], [0.19222, -1.26136, -0.96903], [-0.30961, -2.37153, -0.27571], [0.72056, -1.27389, -2.22334], [-0.78721, 0.12569, 1.05040], [-1.50995, 1.42349, 0.90157], [-1.29009, 2.18819, -0.17524], [-0.04351, 1.52502, -1.28865], [1.96447, 1.21658, 0.89265], [2.37095, 0.07945, -0.31648], [2.03085, -0.67293, 1.24708], [-0.33762, -3.20938, -0.82198], [0.69639, -2.15948, -2.74081], [-0.25215, -0.08343, 1.93268], [-1.60010, -0.66470, 1.13141], [-2.24525, 1.71730, 1.81192], [-1.71579, 3.08155, -0.53310]],
  "atomic_forces_ev_per_a": [[-4.180, -0.763, 1.339], [0.827, -2.285, 1.554], [0.095, 0.116, 1.233], [0.236, -0.684, -1.697], [-0.076, -2.434, -1.619], [-0.869, 0.084, -2.132], [-1.685, 1.690, 2.629], [1.166, -1.892, 0.306], [-0.464, -0.070, 0.910], [0.130, -0.134, 0.522], [2.560, -0.380, -2.632], [-0.464, 1.608, -0.898], [0.090, 1.442, 0.969], [0.031, 2.289, 1.456], [0.713, 0.519, 1.395], [1.024, 0.423, -1.008], [1.582, -0.468, -2.518], [-0.715, 0.940, 0.192]],
  "homo_lumo_gap_ev": 7.8
}


{
  "formula": "C5H9BO4",
  "method": "ωB97M-V/def2-TZVPD",
  "species": ["C", "C", "C", "C", "C", "O", "H", "H", "H", "H", "H", "H", "O", "B", "O", "O", "H", "H", "H"],
  "coordinates": [[1.85290, 1.56479, -0.96258], [2.43417, 0.44162, -1.33787], [1.43010, -0.61956, -1.48874], [0.67121, -0.95810, -0.07824], [0.18065, 0.15804, -1.06249], [0.43765, 1.45802, -0.85260], [2.12756, 2.51624, -0.82219], [3.49091, 0.31784, -1.54151], [1.58944, -1.57434, -1.95934], [0.28519, -1.96825, -0.17424], [1.34767, -0.81121, 0.80353], [-0.71553, -0.03586, -1.62091], [-2.41727, -0.34649, 0.23816], [-2.13107, -0.03875, 1.54868], [-2.90451, -0.73945, 2.47084], [-1.11973, 0.80464, 1.87930], [-3.19967, -0.91593, 0.35929], [-2.68588, -0.45688, 3.43792], [-0.67380, 1.20363, 1.16299]],
  "atomic_forces_ev_per_a": [[-2.155, -2.217, -0.381], [0.790, -0.362, -0.298], [-0.328, 0.096, 2.637], [1.787, 1.234, -1.210], [-0.565, -4.506, -0.335], [1.736, 1.080, 0.216], [1.498, 3.145, 0.637], [-0.140, 0.150, 0.077], [-0.221, 0.487, -1.060], [-0.552, 0.448, 0.153], [-1.096, 0.318, -0.860], [-0.540, 0.069, 0.365], [-0.928, -0.256, 0.447], [0.156, -0.557, -0.184], [1.053, 1.433, 2.782], [-0.988, -0.532, 1.827], [0.305, 0.144, -0.722], [-0.589, -0.805, -2.671], [0.777, 0.631, -1.421]],
  "homo_lumo_gap_ev": 8.9
}


{
  "formula": "C5H9BrN3",
  "method": "ωB97M-V/def2-TZVPD",
  "species": ["C", "C", "C", "C", "C", "N", "N", "N", "Br", "H", "H", "H", "H", "H", "H", "H", "H", "H"],
  "coordinates": [[-0.99099, -1.37273, 0.95099], [-0.23093, 0.75326, -0.68086], [-0.45578, -1.89257, -0.28323], [-0.29352, -0.71198, -1.22615], [0.04538, 0.75369, 0.91097], [-0.69200, -0.20515, 1.43271], [-0.39776, 1.81270, -1.26486], [0.62188, 1.76191, 1.51486], [2.72564, 0.27224, -0.22679], [-1.72502, -1.91212, 1.51320], [0.44608, -2.46249, -0.06594], [-1.20172, -2.59537, -0.69613], [-1.30299, -0.72099, -1.74396], [0.45212, -0.79223, -2.03089], [-0.35976, 2.57474, -0.61496], [1.64166, 0.32276, -1.11048], [0.64895, 1.82585, 2.57547], [1.06878, 2.58847, 1.04606]],
  "atomic_forces_ev_per_a": [[0.324, 1.905, 1.159], [0.999, -2.487, 3.583], [0.431, -0.444, -0.333], [-2.016, 1.582, -2.008], [-1.312, 0.549, -3.282], [-0.014, -1.106, 2.205], [-0.710, 1.017, -1.974], [0.020, 0.589, 1.949], [1.295, -0.382, 0.136], [-0.509, -0.270, 0.202], [0.294, -0.062, -0.135], [0.531, 0.146, 0.121], [1.248, 0.332, 0.075], [-0.268, -0.385, 0.335], [0.064, 0.897, 0.053], [0.365, 0.100, -0.479], [-0.117, -0.388, -1.828], [-0.626, -1.594, 0.222]],
  "homo_lumo_gap_ev": 8.7,
  "total_charge": 1
}


no.,F_max (eV/Å)
1,2.69
2,4.46
3,4.55
4,4.47